Record 1
Below is a cluster of 2 separate species, C26H36N3O in total at a distorted geometry, with properties calculated with the ωB97M-V functional and the def2-TZVPD basis.

Geometry as XYZ:
```
66
Properties=species:S:1:pos:R:3:nbo_charge:R:1
C 0.07978 -1.42739 1.79823 -0.425
N 0.42305 0.00198 1.81997 -0.411
C -0.08454 0.63561 0.57852 -0.432
C -0.25785 0.66644 2.95857 -0.435
H 0.48377 -1.95756 2.66830 0.219
H -1.02362 -1.47755 1.80472 0.190
H 0.49197 -1.90959 0.90226 0.212
H 0.16660 1.70274 0.56136 0.207
H 0.36126 0.17460 -0.31083 0.208
H -1.18099 0.50391 0.59117 0.206
H 0.01629 1.72840 2.98420 0.209
H -1.34464 0.54121 2.80219 0.202
H 0.03968 0.23127 3.91583 0.221
C 7.18368 -1.34425 -3.32706 -0.422
N 6.05422 -0.60446 -2.78934 -0.457
C 5.44004 0.36878 -3.52404 0.678
O 5.77140 0.73040 -4.64663 -0.578
C 4.29511 0.92209 -2.68303 -0.136
C 2.93556 0.68107 -3.33558 -0.421
C 2.78696 1.36270 -4.67881 0.065
C 2.48864 0.60155 -5.81385 -0.239
C 2.43558 1.21314 -7.06767 -0.181
C 2.64230 2.59506 -7.17513 -0.209
C 2.88651 3.36616 -6.03041 -0.192
C 2.94986 2.74822 -4.77633 -0.245
N 4.43391 0.21496 -1.42011 -0.356
C 3.47911 0.38065 -0.46386 0.189
C 3.47730 -0.28674 0.76902 -0.368
C 2.68357 -0.01867 1.88752 0.036
C 2.90440 -0.67878 3.14609 -0.089
C 2.34060 -0.16450 4.34514 -0.171
C 2.63614 -0.72008 5.58058 -0.210
C 3.57216 -1.75092 5.70310 0.051
C 3.82946 -2.39115 7.03890 -0.648
C 4.22271 -2.19069 4.54952 -0.218
C 3.84399 -1.74248 3.28446 -0.154
C 5.55074 -0.77323 -1.42458 0.339
C 5.08353 -2.22299 -1.24587 -0.639
C 6.67043 -0.42679 -0.43045 -0.639
H 7.32671 -1.11326 -4.39111 0.265
H 8.10971 -1.09701 -2.78766 0.205
H 7.00255 -2.42092 -3.22304 0.204
H 4.47217 1.99927 -2.53501 0.233
H 2.79028 -0.40768 -3.45377 0.218
H 2.16400 1.04502 -2.63979 0.205
H 2.33360 -0.47409 -5.69765 0.209
H 2.23733 0.60601 -7.95379 0.222
H 2.60882 3.07477 -8.15314 0.224
H 3.03521 4.44636 -6.10482 0.222
H 3.14414 3.32993 -3.86893 0.200
H 2.76541 1.22128 -0.60487 0.228
H 4.29716 -0.96700 1.01705 0.206
H 2.05842 0.88120 1.86427 0.239
H 1.75065 0.75722 4.31900 0.222
H 2.12377 -0.36957 6.47347 0.227
H 4.64542 -3.13093 6.99955 0.228
H 4.11208 -1.62994 7.78481 0.237
H 2.94462 -2.91000 7.45898 0.242
H 4.99992 -2.94339 4.64572 0.226
H 4.36471 -2.13985 2.41216 0.208
H 4.38642 -2.49314 -2.05114 0.231
H 5.94951 -2.89898 -1.28001 0.235
H 4.58310 -2.35099 -0.28607 0.219
H 7.14764 0.51720 -0.72991 0.235
H 6.26726 -0.32693 0.58138 0.221
H 7.42995 -1.22249 -0.43970 0.234
```

Computed properties:
max |F|	0.0471	Eh/bohr
net charge	+1
energy relative to the best compared isomer or geometry (same formula, charge and spin)	120.5	kJ/mol
Kohn-Sham gap	6.9	eV

Record 2
Below is a structure of composition C26H36N3P2Pd, with properties calculated with the ωB97M-V functional and the def2-TZVPD basis.

Geometry as XYZ:
```
68
Properties=species:S:1:pos:R:3:nbo_charge:R:1
Pd 0.13980 -0.27649 -0.22471 0.505
C 3.13431 -0.81015 0.42403 -0.405
N 2.29036 -0.06738 -0.53467 -0.471
C 2.57924 -0.52134 -1.90955 -0.407
C 2.58496 1.38017 -0.41043 0.041
C 3.84065 1.87784 -0.71214 -0.204
C 4.14686 3.20658 -0.46607 -0.257
C 3.18530 4.01682 0.12527 -0.180
C 1.92629 3.53417 0.42963 -0.237
C 1.58166 2.20615 0.13167 0.153
N 0.36797 1.62590 0.39984 -0.684
C -0.55900 2.20000 1.26989 0.122
C -1.19072 3.41075 1.00305 -0.246
C -2.18333 3.89167 1.84690 -0.217
C -2.55690 3.16114 2.96017 -0.231
C -1.92552 1.95701 3.25106 -0.208
C -0.92385 1.46253 2.42206 0.118
N -0.23458 0.24466 2.67549 -0.480
C -0.95766 -0.72675 3.47936 -0.408
C 1.08639 0.48929 3.24699 -0.408
H 4.19099 -0.73403 0.15768 0.202
H 2.84392 -1.86246 0.42075 0.192
H 2.98606 -0.39746 1.41721 0.226
H 3.62094 -0.32638 -2.17430 0.201
H 1.93253 0.00405 -2.60912 0.221
H 2.40832 -1.59219 -1.97489 0.197
H 4.60196 1.22822 -1.12670 0.211
H 5.12318 3.59732 -0.71315 0.224
H 3.42161 5.04738 0.35668 0.222
H 1.20285 4.17776 0.91131 0.218
H -0.91370 3.97100 0.11622 0.223
H -2.66770 4.83266 1.62120 0.225
H -3.33567 3.52709 3.61589 0.225
H -2.21590 1.40535 4.13471 0.214
H -1.06363 -0.43182 4.53233 0.183
H -0.41836 -1.67542 3.46244 0.201
H -1.95626 -0.88326 3.07006 0.198
H 1.01674 0.86240 4.27821 0.187
H 1.62959 1.22831 2.65920 0.218
H 1.65062 -0.44582 3.26460 0.193
C -3.31341 0.48424 0.35392 -0.961
P -1.99047 0.10609 -0.82234 1.152
C -2.01510 1.46543 -2.01979 -0.956
C -2.62735 -1.33543 -1.72681 -0.360
C -3.83431 -1.30260 -2.42007 -0.180
C -4.28480 -2.43435 -3.07863 -0.175
C -3.54168 -3.60644 -3.03837 -0.194
C -2.34487 -3.64954 -2.34165 -0.135
C -1.88081 -2.51247 -1.68669 -0.358
P -0.34656 -2.45403 -0.72487 1.046
C 0.80429 -3.56115 -1.60263 -0.954
C -0.71971 -3.38493 0.79108 -0.947
H -4.25383 0.54616 -0.19769 0.244
H -3.13352 1.42868 0.86150 0.279
H -3.39347 -0.31031 1.09460 0.250
H -3.01656 1.61389 -2.42474 0.242
H -1.32442 1.24506 -2.83235 0.257
H -1.68901 2.37608 -1.51687 0.268
H -4.42487 -0.39535 -2.45482 0.221
H -5.21716 -2.40461 -3.62614 0.234
H -3.89700 -4.48904 -3.55244 0.233
H -1.78149 -4.57363 -2.31810 0.212
H 0.99141 -3.20913 -2.61600 0.257
H 0.38980 -4.56818 -1.66034 0.247
H 1.74810 -3.61729 -1.05954 0.251
H -1.08567 -4.38556 0.55652 0.247
H -1.48119 -2.85046 1.35828 0.253
H 0.17592 -3.46764 1.40802 0.251
```

Computed properties:
max |F|	0.0088	Eh/bohr
net charge	+1
energy relative to the best compared isomer or geometry (same formula, charge and spin)	0.0	kJ/mol
Kohn-Sham gap	6.9	eV

Record 3
Below is an isolated molecule of C26H36N4OS, with properties calculated with the ωB97M-V functional and the def2-TZVPD basis.

Geometry as XYZ:
```
68
Properties=species:S:1:pos:R:3:nbo_charge:R:1
C 4.66069 2.45568 0.04857 -0.618
H 4.88947 2.71069 -0.98376 0.204
H 5.52723 2.68593 0.66303 0.210
H 4.46376 1.38797 0.10137 0.210
C 3.44141 3.24421 0.53298 -0.200
N 2.26290 2.97306 -0.25361 -0.431
C 1.45036 1.89530 -0.01272 0.169
C 1.73685 0.96192 0.99151 -0.283
C 0.91301 -0.11982 1.22445 -0.173
C -0.22815 -0.32679 0.46595 -0.095
C -0.52340 0.59762 -0.52628 -0.192
C 0.28441 1.68816 -0.77635 -0.006
C -0.06387 2.63953 -1.88643 -0.431
C 1.22133 3.21286 -2.46639 -0.400
C 2.00083 3.88489 -1.34548 -0.194
H 1.43488 4.75596 -0.97891 0.178
H 2.95907 4.24817 -1.73046 0.197
H 1.81964 2.40519 -2.89315 0.203
H 1.01038 3.93873 -3.25259 0.214
H -0.68733 3.45300 -1.50123 0.205
H -0.63793 2.11966 -2.65555 0.219
H -1.40464 0.45621 -1.13333 0.209
C -1.12911 -1.50007 0.73400 -0.232
N -1.66117 -2.14629 -0.45783 -0.436
C -1.01467 -2.20487 -1.63803 0.321
S -1.81239 -2.40384 -3.08529 -0.289
N 0.34015 -2.05425 -1.69747 -0.618
C 1.32039 -2.43930 -0.78641 0.136
C 1.11795 -3.46885 0.12682 -0.245
C 2.12592 -3.82450 1.00530 -0.197
C 3.35581 -3.18370 0.98614 -0.040
C 3.56316 -2.18303 0.04096 -0.215
C 2.56632 -1.81552 -0.83630 -0.164
H 2.73557 -1.03313 -1.56143 0.208
H 4.52255 -1.68729 -0.00264 0.209
C 4.44457 -3.55372 1.94733 -0.624
H 4.16956 -4.42947 2.52960 0.214
H 4.63811 -2.72970 2.63430 0.217
H 5.37020 -3.76530 1.41429 0.218
H 1.95177 -4.62477 1.71087 0.209
H 0.18405 -4.01121 0.12383 0.222
H 0.67124 -1.80225 -2.61936 0.423
C -3.06325 -2.50648 -0.41555 -0.219
H -3.23100 -3.30280 -1.14528 0.243
C -4.00200 -1.34438 -0.77041 -0.235
N -3.88979 -0.24313 0.16735 -0.465
C -4.21074 1.05046 -0.40890 -0.244
C -3.85246 2.13146 0.61031 -0.076
O -4.57422 1.96264 1.80919 -0.523
C -4.32894 0.69128 2.35912 -0.072
C -4.68035 -0.42382 1.37200 -0.253
H -4.45453 -1.39224 1.82279 0.200
H -5.76274 -0.38595 1.15132 0.173
H -4.94456 0.62162 3.25782 0.193
H -3.26576 0.60591 2.63527 0.164
H -4.11309 3.12225 0.23465 0.192
H -2.77129 2.08434 0.81279 0.174
H -3.62533 1.19922 -1.31750 0.206
H -5.28287 1.12918 -0.66214 0.171
H -5.03161 -1.73284 -0.83328 0.176
H -3.71898 -0.98679 -1.76206 0.232
H -3.28189 -2.89219 0.58296 0.193
H -0.59607 -2.22934 1.35890 0.205
H -1.99916 -1.13902 1.28770 0.236
H 1.17684 -0.82277 2.00201 0.212
H 2.62042 1.06161 1.59946 0.208
H 3.24236 3.01850 1.58400 0.198
H 3.65011 4.31618 0.46721 0.199
```

Computed properties:
max |F|	0.0141	Eh/bohr
net charge	0
structure (SMILES)	CCN1CCCc2cc(CN(CCN3CCOCC3)C(=S)Nc3ccc(C)cc3)ccc21
energy relative to the best compared isomer or geometry (same formula, charge and spin)	57.4	kJ/mol
Kohn-Sham gap	8.0	eV

> What is the max |F| in the second record?

0.0088 Eh/bohr